# 1
Entry from the Open Molecules 2025 dataset: a 14-piece molecular cluster, C32H95N3O24 overall at a distorted geometry (ωB97M-V with the def2-TZVPD basis set).

Each line ends with the Löwdin charge.
Element x y z (Å)
C (-26.760, 1.138, -19.846)  -0.0797
C (-26.551, 1.616, -21.260)  -0.4170
C (-25.390, 2.616, -21.271)  -0.2231
O (-25.620, 3.814, -20.565)  -0.1795
C (-26.371, 4.754, -21.331)  -0.0946
N (-26.135, 0.418, -22.040)  0.0433
H (-25.840, 0.670, -19.494)  0.0791
H (-27.578, 0.422, -19.767)  0.0687
H (-26.868, 1.983, -19.166)  0.0781
H (-27.540, 1.982, -21.538)  0.1223
H (-24.982, 2.871, -22.249)  0.1226
H (-24.531, 2.197, -20.747)  0.1299
H (-27.427, 4.547, -21.156)  0.0727
H (-26.154, 4.820, -22.398)  0.0907
H (-26.195, 5.754, -20.937)  0.0878
H (-25.126, 0.383, -22.004)  0.0647
H (-26.303, 0.569, -23.025)  0.0687
C (-32.673, -2.615, -20.973)  -0.0224
C (-31.430, -3.438, -20.725)  -0.3646
C (-30.172, -2.686, -21.034)  -0.1888
O (-30.188, -2.327, -22.432)  -0.1835
C (-28.872, -1.990, -22.867)  -0.0987
N (-31.391, -3.611, -19.249)  0.0519
H (-32.772, -1.752, -20.315)  0.0605
H (-33.600, -3.104, -20.674)  0.0626
H (-32.635, -2.332, -22.025)  0.0831
H (-31.407, -4.382, -21.270)  0.1264
H (-29.262, -3.254, -20.839)  0.1119
H (-30.113, -1.797, -20.406)  0.1237
H (-28.952, -1.568, -23.869)  0.0799
H (-28.144, -2.798, -22.927)  0.0796
H (-28.407, -1.178, -22.308)  0.0723
H (-30.432, -3.805, -19.000)  0.0744
H (-31.539, -2.722, -18.793)  0.0555
C (-32.594, -0.592, -17.421)  -0.0222
C (-33.479, -0.070, -16.253)  -0.2959
C (-34.333, -1.253, -15.616)  -0.1117
O (-35.244, -0.765, -14.660)  -0.0893
C (-36.359, -0.129, -15.292)  -0.0439
N (-32.613, 0.577, -15.246)  0.2817
H (-31.878, -1.328, -17.057)  0.0844
H (-32.028, 0.219, -17.879)  0.0866
H (-33.217, -1.042, -18.194)  0.0720
H (-34.063, 0.775, -16.618)  0.1610
H (-33.679, -2.095, -15.386)  0.1289
H (-34.944, -1.693, -16.404)  0.1185
H (-36.662, -0.510, -16.267)  0.1020
H (-36.276, 0.958, -15.268)  0.1046
H (-37.207, -0.307, -14.631)  0.1101
H (-32.098, 1.327, -15.686)  0.1406
H (-33.312, 1.001, -14.653)  0.1266
C (-31.690, -0.605, -24.613)  -0.2379
C (-32.495, -0.215, -25.829)  -0.2531
O (-33.437, 0.777, -25.507)  -0.0487
O (-30.733, 0.382, -24.229)  -0.0660
H (-31.179, -1.563, -24.708)  0.1021
H (-32.339, -0.696, -23.742)  0.1118
H (-32.983, -1.116, -26.203)  0.1115
H (-31.852, 0.040, -26.671)  0.1245
H (-32.872, 1.504, -25.235)  0.0811
H (-31.090, 0.954, -23.546)  0.0461
C (-27.705, -4.460, -17.108)  -0.2578
C (-26.995, -3.963, -18.335)  -0.2378
O (-25.999, -2.999, -17.988)  -0.0574
O (-28.640, -5.445, -17.492)  -0.0876
H (-28.253, -3.662, -16.608)  0.1119
H (-27.098, -4.895, -16.314)  0.1275
H (-27.672, -3.512, -19.060)  0.1008
H (-26.549, -4.822, -18.836)  0.1252
H (-25.686, -2.653, -18.827)  0.0805
H (-29.154, -5.705, -16.725)  0.0447
C (-30.457, 3.016, -19.993)  -0.2019
C (-30.857, 1.786, -20.900)  -0.2241
O (-31.958, 2.110, -21.714)  -0.0620
O (-31.316, 3.207, -18.874)  -0.0863
H (-30.556, 3.874, -20.657)  0.1167
H (-29.437, 3.107, -19.621)  0.1070
H (-31.062, 0.839, -20.399)  0.1065
H (-29.936, 1.587, -21.449)  0.1007
H (-32.640, 2.154, -21.040)  0.0171
H (-32.193, 3.002, -19.206)  0.0099
C (-34.587, 1.289, -19.851)  -0.1839
C (-35.584, 1.602, -20.907)  -0.2444
O (-36.600, 2.529, -20.622)  -0.0474
O (-33.746, 2.430, -19.749)  -0.0922
H (-34.096, 0.342, -20.077)  0.1168
H (-34.992, 1.077, -18.862)  0.1147
H (-36.057, 0.676, -21.232)  0.1156
H (-35.170, 2.024, -21.823)  0.1373
H (-37.417, 2.441, -21.118)  0.0998
H (-34.235, 3.255, -19.798)  0.1323
C (-31.882, -4.438, -15.820)  -0.2386
C (-31.303, -5.405, -14.810)  -0.2136
O (-29.897, -5.247, -14.917)  -0.0701
O (-33.257, -4.725, -16.110)  -0.0816
H (-31.360, -4.545, -16.771)  0.0997
H (-31.787, -3.404, -15.490)  0.1031
H (-31.592, -6.396, -15.160)  0.1271
H (-31.727, -5.291, -13.812)  0.1280
H (-29.426, -5.736, -14.238)  0.1088
H (-33.248, -5.301, -16.877)  0.0518
C (-35.754, -2.764, -22.611)  -0.2175
C (-36.016, -1.884, -23.718)  -0.2525
O (-35.681, -2.480, -24.979)  -0.0493
O (-35.935, -2.141, -21.275)  -0.0972
H (-34.768, -3.229, -22.580)  0.0921
H (-36.419, -3.628, -22.631)  0.1281
H (-35.517, -0.918, -23.645)  0.1219
H (-37.093, -1.713, -23.699)  0.1287
H (-36.111, -1.904, -25.615)  0.0900
H (-35.778, -2.897, -20.705)  0.0071
C (-26.205, -3.398, -25.091)  -0.1999
C (-24.920, -2.647, -24.633)  -0.2280
O (-23.765, -3.113, -25.325)  -0.0635
O (-26.429, -4.706, -24.510)  -0.0924
H (-26.338, -3.581, -26.157)  0.1264
H (-26.988, -2.763, -24.676)  0.0721
H (-24.679, -2.644, -23.570)  0.1146
H (-25.091, -1.575, -24.732)  0.1069
H (-23.518, -3.940, -24.904)  0.0853
H (-27.167, -5.133, -24.951)  0.0750
C (-30.254, -7.672, -20.247)  -0.2418
C (-29.721, -6.833, -21.410)  -0.2304
O (-30.641, -6.481, -22.388)  -0.0786
O (-30.909, -8.772, -20.784)  -0.0431
H (-31.026, -7.094, -19.741)  0.0967
H (-29.539, -7.922, -19.463)  0.1249
H (-28.887, -7.280, -21.951)  0.1309
H (-29.350, -5.886, -21.017)  0.1055
H (-30.532, -7.048, -23.155)  0.1091
H (-31.796, -8.425, -20.905)  0.0869
C (-32.571, -4.472, -25.059)  -0.2120
C (-33.430, -5.585, -24.412)  -0.2079
O (-33.312, -5.458, -22.995)  -0.0857
O (-31.186, -4.598, -24.723)  -0.0799
H (-32.894, -3.469, -24.780)  0.0949
H (-32.625, -4.538, -26.145)  0.1204
H (-33.095, -6.565, -24.753)  0.1151
H (-34.465, -5.551, -24.754)  0.1138
H (-32.470, -5.836, -22.730)  0.0284
H (-30.908, -4.288, -23.858)  0.0505
C (-36.491, -4.093, -17.779)  -0.2034
C (-36.411, -5.214, -18.875)  -0.1847
O (-35.672, -4.751, -20.009)  -0.0948
O (-37.185, -2.975, -18.302)  -0.0663
H (-35.456, -3.842, -17.547)  0.0912
H (-37.041, -4.413, -16.894)  0.1309
H (-37.426, -5.448, -19.199)  0.1231
H (-36.084, -6.156, -18.434)  0.1225
H (-35.821, -5.321, -20.767)  0.1148
H (-36.813, -2.594, -19.100)  0.0537
O (-33.099, -5.670, -19.133)  -0.0558
H (-32.498, -4.932, -19.230)  -0.0453
H (-33.936, -5.343, -19.464)  -0.0114

## Properties
* maximum force: 3.87 eV Å⁻¹
* total charge: +1
* electronic energy: -3245.6148 Ha
* lowest unoccupied orbital energy (spin up / spin down): -2.68 / -8.59 eV
* relative energy (zero: lowest compared OMol25 entry of this formula, charge and spin): 0.000 eV
* multiplicity: 2
* ⟨S²⟩: 0.76


# 2
Entry from the Open Molecules 2025 dataset: C17H13N11O3S3SbTc as an isolated structure at a distorted geometry (ωB97M-V with the def2-TZVPD basis set).

Each line ends with the Löwdin charge.
Element x y z (Å)
Tc (0.647, -0.001, -0.863)  1.0419
C (4.400, -1.352, 0.969)  -0.0712
O (4.823, -0.013, 1.261)  -0.0936
C (3.901, 0.767, 1.899)  -0.2270
C (4.287, 1.446, 3.030)  -0.0258
C (3.397, 2.276, 3.727)  -0.1267
C (2.100, 2.379, 3.282)  -0.0774
C (1.682, 1.698, 2.128)  -0.1521
C (0.314, 1.788, 1.723)  -0.0795
N (-0.222, 1.177, 0.728)  -0.1267
N (-1.595, 1.421, 0.631)  0.0736
C (-2.098, 0.659, -0.284)  -0.4911
O (-1.414, -0.169, -0.983)  -0.2190
C (-3.562, 0.713, -0.556)  -0.1299
C (-4.415, 1.471, 0.241)  -0.0382
C (-5.773, 1.507, -0.033)  -0.1068
C (-6.288, 0.789, -1.105)  -0.1193
C (-5.438, 0.035, -1.901)  -0.0919
C (-4.078, -0.006, -1.629)  -0.0119
C (2.578, 0.913, 1.383)  -0.2851
O (2.295, 0.342, 0.264)  -0.3508
H (4.102, -1.437, -0.076)  0.0368
H (3.561, -1.645, 1.600)  0.0759
H (5.258, -1.996, 1.169)  0.0802
H (5.307, 1.311, 3.371)  0.1068
H (3.722, 2.800, 4.616)  0.0803
H (1.377, 2.985, 3.816)  0.0974
H (-0.356, 2.406, 2.316)  0.1212
H (-3.994, 2.026, 1.068)  0.1019
H (-6.433, 2.099, 0.590)  0.0892
H (-7.349, 0.818, -1.319)  0.0869
H (-5.832, -0.525, -2.740)  0.0952
H (-3.399, -0.584, -2.240)  0.1167
N (-0.395, -3.397, -1.136)  0.1411
C (0.148, -3.024, 0.074)  -0.4826
N (0.239, -3.835, 1.115)  0.0012
N (0.795, -3.066, 2.074)  -0.1196
N (1.000, -1.873, 1.641)  -0.0654
N (0.587, -1.804, 0.355)  -0.0682
C (-0.346, -2.640, -2.278)  -0.4736
N (-0.803, -3.073, -3.443)  0.0145
N (-0.608, -2.034, -4.281)  -0.1008
N (-0.071, -1.049, -3.663)  -0.1515
N (0.097, -1.391, -2.371)  -0.2234
H (-0.626, -4.368, -1.252)  0.1275
S (3.394, 2.613, -4.774)  -0.3282
Sb (1.903, 1.201, -3.792)  0.2566
S (2.684, -0.397, -2.260)  0.0772
S (0.493, 2.041, -2.087)  0.0152

## Properties
* maximum force: 1.40 eV Å⁻¹
* total charge: -2
* electronic energy: -2999.3919 Ha
* lowest unoccupied orbital energy (spin up / spin down): 2.88 / 2.87 eV
* relative energy (zero: lowest compared OMol25 entry of this formula, charge and spin): 1.353 eV


# 3
Entry from the Open Molecules 2025 dataset: one molecule with the formula CH5FNP at a distorted geometry (ωB97M-V with the def2-TZVPD basis set).

Each line ends with the Löwdin charge.
Element x y z (Å)
C (1.130, 0.350, -0.208)  -0.1438
N (-0.123, -0.367, -0.502)  -0.4695
F (-0.104, -1.579, 0.224)  -0.1594
P (-1.611, 0.363, -0.035)  0.7812
H (0.912, 1.356, -0.472)  0.0421
H (1.446, 0.534, 0.778)  0.0599
H (1.821, -0.015, -0.912)  0.0615
H (-1.302, 0.280, 1.290)  -0.0901
H (-2.169, -0.920, -0.164)  -0.0819

## Properties
* maximum force: 2.43 eV Å⁻¹
* electronic energy: -536.7684 Ha
* lowest unoccupied orbital energy (spin up / spin down): 1.09 / -3.45 eV
* multiplicity: 3
* ⟨S²⟩: 2.00